1.
Computed, not measured: C6H9N as an isolated structure, with ωB97M-V with the def2-TZVPD basis set.

Cartesian coordinates (Å):
1 C 2.385 0.329 -0.153
2 N 0.983 0.084 0.102
3 C 0.407 -0.940 0.842
4 C -2.062 -0.523 0.340
5 C -1.469 0.772 -0.294
6 C -0.172 0.045 -0.800
7 C -0.684 -1.122 0.031
8 H 2.876 0.624 0.784
9 H 2.477 1.163 -0.852
10 H 2.928 -0.539 -0.557
11 H 0.707 -1.208 1.853
12 H -2.281 -0.470 1.409
13 H -1.199 1.531 0.441
14 H -2.079 1.214 -1.089
15 H 0.037 0.034 -1.873
16 H -2.954 -0.914 -0.170

Its lowest unoccupied orbital energy is 1.1 eV. For the HOMO energy, the calculation gives -7.75 eV. For the energy above the lowest of the compared OMol25 structures with the same formula, charge and spin, the calculation gives 372.02 kJ/mol. The calculation puts the max |F| at 0.009 hartree/bohr. Its total charge is 0. The value obtained for the gap between HOMO and LUMO is 8.8 eV. The calculation puts the total energy at -7854.3039 eV.

2.
Computed, not measured: C22H32BrN6O2Sn as an isolated structure, with ωB97M-V with the def2-TZVPD basis set.

Cartesian coordinates (Å):
1 Sn 2.182 -0.698 -0.205
2 N 2.726 0.704 1.692
3 C 4.179 0.978 1.763
4 C 4.940 -0.312 1.529
5 N 4.716 -0.813 0.153
6 C 5.440 0.015 -0.835
7 C 4.604 0.266 -2.079
8 N 3.242 0.723 -1.693
9 C 5.113 -2.242 0.085
10 C 4.941 -2.875 -1.285
11 N 3.557 -2.764 -1.770
12 H 2.436 0.196 2.526
13 H 2.195 1.571 1.691
14 H 4.409 1.704 0.984
15 H 4.469 1.428 2.713
16 H 6.005 -0.158 1.730
17 H 4.595 -1.079 2.226
18 H 5.695 0.973 -0.381
19 H 6.390 -0.447 -1.115
20 H 5.095 1.008 -2.710
21 H 4.476 -0.637 -2.667
22 H 3.271 1.677 -1.337
23 H 2.656 0.776 -2.524
24 H 6.163 -2.355 0.377
25 H 4.512 -2.773 0.827
26 H 5.595 -2.390 -2.010
27 H 5.289 -3.908 -1.210
28 H 3.532 -2.913 -2.774
29 H 2.990 -3.512 -1.381
30 O -2.455 3.462 -0.799
31 C -1.959 2.995 -2.002
32 C -2.399 3.455 -3.230
33 C -1.884 2.886 -4.385
34 C -0.951 1.859 -4.314
35 C -0.513 1.415 -3.077
36 C -1.007 1.987 -1.913
37 C -0.484 1.548 -0.537
38 O 0.573 0.772 -0.527
39 N -1.738 0.938 0.085
40 N -1.799 -0.146 0.662
41 C -3.075 -0.519 1.125
42 C -3.257 -1.708 1.722
43 Br -1.868 -2.938 1.938
44 C -4.555 -2.220 2.175
45 C -5.679 -1.578 2.622
46 C -6.843 -2.409 2.809
47 C -8.014 -1.879 3.276
48 C -8.054 -0.522 3.606
49 C -6.930 0.319 3.467
50 C -5.762 -0.189 2.989
51 H -3.045 4.211 -0.954
52 H -3.132 4.252 -3.287
53 H -2.220 3.247 -5.347
54 H -0.571 1.410 -5.220
55 H 0.232 0.633 -3.000
56 H -0.408 2.461 0.088
57 H -2.561 1.557 -0.021
58 H -3.919 0.127 0.898
59 H -4.609 -3.305 2.153
60 H -6.782 -3.458 2.546
61 H -8.891 -2.498 3.402
62 H -8.971 -0.105 4.005
63 H -7.000 1.355 3.770
64 H -4.883 0.439 2.953

Its lowest unoccupied orbital energy is -11.0 eV. For the HOMO energy, the calculation gives -15.73 eV. For the energy above the lowest of the compared OMol25 structures with the same formula, charge and spin, the calculation gives 24.80 kJ/mol. The calculation puts the max |F| at 0.015 hartree/bohr. Its total charge is +3. The value obtained for the gap between HOMO and LUMO is 4.8 eV. The calculation puts the total energy at -112216.4197 eV.

3.
Computed, not measured: the molecule C3H7BO3, with ωB97M-V with the def2-TZVPD basis set.

Cartesian coordinates (Å):
1 O 0.044 1.782 -1.183
2 B -0.607 1.123 -0.160
3 O -1.199 1.912 0.825
4 C -0.415 -0.414 0.033
5 C 0.589 -0.987 1.063
6 O 1.382 -1.571 0.060
7 C 0.434 -1.314 -0.982
8 H -0.112 2.655 -1.314
9 H -0.801 2.737 0.910
10 H -1.538 -0.783 0.224
11 H 1.227 -0.199 1.632
12 H 0.267 -1.854 1.801
13 H -0.150 -2.341 -1.156
14 H 0.879 -0.747 -1.755

Its lowest unoccupied orbital energy is 0.3 eV. For the HOMO energy, the calculation gives -9.34 eV. For the energy above the lowest of the compared OMol25 structures with the same formula, charge and spin, the calculation gives 210.02 kJ/mol. The calculation puts the max |F| at 0.093 hartree/bohr. The SMILES is OB(O)C1COC1. Its total charge is 0. The value obtained for the gap between HOMO and LUMO is 9.6 eV. The calculation puts the total energy at -10043.8067 eV.

4.
Computed, not measured: a 2-piece molecular cluster, C2H7NO overall, with ωB97M-V with the def2-TZVPD basis set.

Cartesian coordinates (Å):
1 C 0.405 -0.417 1.764
2 C -0.510 -0.062 0.873
3 N -0.615 -0.610 -0.439
4 H 0.899 -1.378 1.633
5 H 0.431 0.042 2.742
6 H -0.934 0.943 0.902
7 H -0.008 -1.418 -0.537
8 H -1.550 -0.997 -0.567
9 O 0.515 1.172 -2.466
10 H 1.185 1.842 -2.306
11 H 0.182 0.884 -1.598

Its lowest unoccupied orbital energy is 1.0 eV. For the HOMO energy, the calculation gives -9.37 eV. For the energy above the lowest of the compared OMol25 structures with the same formula, charge and spin, the calculation gives 94.58 kJ/mol. The calculation puts the max |F| at 0.037 hartree/bohr. The SMILES is C=CN.O. Its total charge is 0. The value obtained for the gap between HOMO and LUMO is 10.4 eV. The calculation puts the total energy at -5724.2612 eV.

5.
Computed, not measured: a 2-piece molecular cluster, C6H15N2 overall, with ωB97M-V with the def2-TZVPD basis set.

Cartesian coordinates (Å):
1 N -3.591 0.731 -1.392
2 C 0.316 -0.148 -0.566
3 C 1.668 -0.354 -1.185
4 C 2.575 0.602 -0.508
5 C 3.514 0.245 0.353
6 C -0.490 -1.166 0.250
7 N -1.525 -0.501 1.205
8 C -0.891 0.278 2.246
9 H -2.510 0.604 -1.384
10 H -3.899 -0.076 -1.986
11 H -3.967 1.605 -1.712
12 H -0.470 0.236 -1.305
13 H 1.764 -0.215 -2.213
14 H 2.002 -1.347 -0.918
15 H 2.442 1.649 -0.801
16 H 4.221 0.852 0.902
17 H 3.719 -0.802 0.649
18 H -1.049 -1.929 -0.481
19 H 0.105 -1.779 1.046
20 H -1.928 0.250 0.479
21 H -0.503 -0.480 2.966
22 H 0.005 0.662 1.660
23 H -1.506 1.084 2.694

Its lowest unoccupied orbital energy is -7.7 eV. For the HOMO energy, the calculation gives -13.28 eV. For the energy above the lowest of the compared OMol25 structures with the same formula, charge and spin, the calculation gives 699.07 kJ/mol. The calculation puts the max |F| at 0.112 hartree/bohr. Its total charge is +1. The value obtained for the gap between HOMO and LUMO is 5.6 eV. The calculation puts the total energy at -9432.7265 eV.

6.
Computed, not measured: C33H47CdNO14P7 as an isolated structure, with ωB97M-V with the def2-TZVPD basis set.

Cartesian coordinates (Å):
1 Cd 0.484 -0.194 0.781
2 C -2.034 1.966 -2.577
3 N -1.374 1.389 -1.409
4 P -1.230 2.148 0.257
5 C -3.025 2.119 0.647
6 C -3.394 1.426 1.799
7 C -4.727 1.237 2.124
8 C -5.722 1.756 1.304
9 C -5.369 2.476 0.174
10 C -4.029 2.657 -0.151
11 C -0.847 3.807 -0.418
12 C 0.210 3.918 -1.317
13 C 0.561 5.150 -1.847
14 C -0.154 6.285 -1.492
15 C -1.204 6.183 -0.591
16 C -1.542 4.953 -0.046
17 P -0.494 -0.004 -1.558
18 C 0.401 0.024 -3.132
19 C -0.213 -0.305 -4.343
20 C 0.504 -0.239 -5.524
21 C 1.841 0.144 -5.503
22 C 2.461 0.455 -4.304
23 C 1.738 0.397 -3.120
24 C -1.653 -1.387 -1.802
25 C -1.128 -2.650 -2.087
26 C -1.971 -3.746 -2.179
27 C -3.341 -3.589 -1.995
28 C -3.865 -2.336 -1.712
29 C -3.020 -1.237 -1.604
30 H -2.186 3.032 -2.421
31 H -3.005 1.500 -2.776
32 H -1.413 1.864 -3.470
33 H -2.617 1.072 2.467
34 H -4.990 0.704 3.029
35 H -6.766 1.619 1.559
36 H -6.135 2.910 -0.456
37 H -3.778 3.246 -1.022
38 H 0.766 3.033 -1.607
39 H 1.394 5.222 -2.536
40 H 0.116 7.249 -1.906
41 H -1.752 7.068 -0.293
42 H -2.325 4.882 0.696
43 H -1.250 -0.623 -4.355
44 H 0.026 -0.496 -6.461
45 H 2.404 0.180 -6.427
46 H 3.513 0.696 -4.268
47 H 2.231 0.608 -2.179
48 H -0.058 -2.770 -2.239
49 H -1.559 -4.723 -2.397
50 H -3.999 -4.446 -2.070
51 H -4.930 -2.213 -1.561
52 H -3.419 -0.262 -1.344
53 O -1.048 2.142 4.413
54 P -0.600 3.401 3.515
55 O -0.874 4.667 4.198
56 O -1.096 3.178 2.104
57 O 1.052 3.171 3.445
58 P 1.726 1.895 2.791
59 O 1.794 2.221 1.195
60 O 3.115 1.716 3.301
61 O 0.740 0.742 2.906
62 H -0.595 1.362 4.033
63 H 2.705 2.353 0.899
64 C 6.416 -1.559 0.254
65 C 4.919 -1.758 0.072
66 O 4.538 -2.981 0.693
67 P 3.971 -0.395 0.848
68 O 4.089 0.839 -0.134
69 O 4.677 0.018 2.172
70 O 2.557 -0.837 1.083
71 P 4.408 -1.801 -1.715
72 O 5.492 -2.774 -2.423
73 O 4.660 -0.402 -2.240
74 O 3.071 -2.447 -1.748
75 H 6.665 -1.516 1.313
76 H 6.737 -0.630 -0.218
77 H 6.943 -2.397 -0.204
78 H 3.696 -3.226 0.278
79 H 4.338 0.504 -1.073
80 H 4.103 0.672 2.713
81 H 6.194 -2.233 -2.800
82 C -3.171 -3.323 2.695
83 C -2.471 -2.262 1.851
84 P -0.645 -2.209 1.966
85 C -0.138 -3.886 1.420
86 C 1.288 -3.934 0.870
87 C -0.264 -2.155 3.752
88 C 1.235 -2.254 4.030
89 H -4.240 -3.334 2.475
90 H -3.056 -3.128 3.762
91 H -2.781 -4.322 2.490
92 H -2.848 -1.265 2.086
93 H -2.681 -2.420 0.791
94 H -0.851 -4.189 0.648
95 H -0.255 -4.574 2.262
96 H 1.412 -3.290 -0.003
97 H 1.551 -4.951 0.575
98 H 2.006 -3.597 1.619
99 H -0.812 -2.955 4.257
100 H -0.643 -1.197 4.117
101 H 1.619 -3.246 3.786
102 H 1.431 -2.071 5.087
103 H 1.790 -1.514 3.454

Its lowest unoccupied orbital energy is 2.1 eV. For the HOMO energy, the calculation gives -5.89 eV. For the energy above the lowest of the compared OMol25 structures with the same formula, charge and spin, the calculation gives 0.00 kJ/mol. The calculation puts the max |F| at 0.010 hartree/bohr. Its total charge is -1. The value obtained for the gap between HOMO and LUMO is 8.0 eV. The calculation puts the total energy at -134745.0696 eV.

7.
Computed, not measured: C13H18F5GaN6O2S2 as an isolated structure, with ωB97M-V with the def2-TZVPD basis set.

Cartesian coordinates (Å):
1 Ga 0.136 -0.254 0.332
2 C -1.820 -3.324 1.777
3 N -2.387 -3.216 0.449
4 C -1.892 -2.414 -0.483
5 N -2.512 -2.317 -1.660
6 O -0.793 -1.779 -0.285
7 H -2.254 -4.172 2.295
8 H -2.025 -2.417 2.350
9 H -0.740 -3.459 1.712
10 H -3.248 -3.709 0.257
11 H -3.386 -2.785 -1.850
12 H -2.185 -1.662 -2.355
13 F -3.588 4.816 -2.225
14 C -2.913 3.950 -1.490
15 C -2.585 4.252 -0.165
16 F -2.906 5.424 0.353
17 C -1.902 3.320 0.607
18 F -1.543 3.594 1.871
19 C -1.540 2.075 0.090
20 O -0.900 1.181 0.856
21 C -1.838 1.826 -1.244
22 F -1.405 0.617 -1.721
23 C -2.514 2.734 -2.044
24 F -2.766 2.445 -3.316
25 C 1.111 2.644 4.073
26 N 0.828 1.495 3.233
27 C 1.542 0.395 3.253
28 N 2.592 0.272 4.051
29 S 1.152 -1.020 2.300
30 H 0.372 3.411 3.860
31 H 2.104 3.045 3.860
32 H 1.039 2.380 5.130
33 H 0.016 1.562 2.623
34 H 2.841 1.002 4.706
35 H 3.108 -0.592 4.083
36 S 1.704 0.609 -1.195
37 C 2.219 -0.725 -2.157
38 N 2.156 -0.690 -3.473
39 C 2.783 -1.856 -4.078
40 C 3.323 -2.619 -2.849
41 N 2.814 -1.827 -1.734
42 H 1.752 0.065 -4.004
43 H 3.579 -1.550 -4.760
44 H 2.040 -2.423 -4.646
45 H 4.416 -2.632 -2.829
46 H 2.959 -3.645 -2.783
47 H 3.058 -2.025 -0.777

Its lowest unoccupied orbital energy is -5.5 eV. For the HOMO energy, the calculation gives -13.82 eV. For the energy above the lowest of the compared OMol25 structures with the same formula, charge and spin, the calculation gives 0.00 kJ/mol. The calculation puts the max |F| at 0.015 hartree/bohr. Its total charge is +2. The value obtained for the gap between HOMO and LUMO is 8.3 eV. The calculation puts the total energy at -114432.3841 eV.

8.
Computed, not measured: a 5-piece molecular cluster, C23H30BF9NO15S overall, with ωB97M-V with the def2-TZVPD basis set.

Cartesian coordinates (Å):
1 C -0.183 0.067 3.395
2 C -1.084 -0.186 2.238
3 B -0.842 -1.548 1.289
4 C 0.525 -1.523 0.376
5 C 0.342 -0.925 -1.139
6 C 0.841 0.639 -1.110
7 C 0.203 1.603 -2.260
8 C -1.314 2.208 -1.889
9 F -1.776 2.778 -3.210
10 F -2.164 0.989 -1.681
11 C -1.314 3.264 -0.654
12 F -0.091 4.127 -0.792
13 F -1.149 2.585 0.686
14 S -2.784 4.388 -0.486
15 F -3.878 3.332 -1.261
16 F -3.180 3.583 1.011
17 F -1.807 5.463 0.488
18 F -2.440 5.298 -1.891
19 F -4.109 5.451 -0.200
20 O -0.814 -2.601 2.365
21 C -2.233 -3.010 2.630
22 C -2.632 -3.290 1.030
23 N -1.811 -4.569 0.770
24 C -2.665 -5.662 0.853
25 O -3.684 -6.523 0.635
26 O -2.032 -2.022 0.497
27 H -0.572 -0.261 4.472
28 H 0.891 0.556 3.343
29 H -1.996 0.509 1.982
30 H 0.916 -2.644 0.268
31 H 1.335 -0.852 0.941
32 H -0.703 -1.108 -1.629
33 H 1.128 -1.507 -1.823
34 H 0.737 1.016 -0.008
35 H 2.016 0.603 -1.323
36 H 0.019 0.947 -3.241
37 H 0.938 2.471 -2.619
38 H -2.408 -3.922 3.363
39 H -2.993 -2.179 2.951
40 H -3.768 -3.339 0.751
41 C 4.976 -3.353 -1.152
42 C 3.600 -3.261 -0.577
43 O 3.352 -1.869 -0.548
44 C 4.160 -1.302 -1.490
45 O 4.086 -0.139 -1.853
46 O 5.062 -2.205 -1.975
47 H 5.121 -4.263 -1.741
48 H 5.755 -3.298 -0.384
49 H 2.848 -3.741 -1.213
50 H 3.539 -3.687 0.428
51 C -2.444 2.965 -7.063
52 C -1.686 4.094 -6.443
53 O -0.334 3.746 -6.677
54 C -0.321 2.909 -7.756
55 O 0.690 2.550 -8.336
56 O -1.586 2.528 -8.100
57 H -3.409 3.283 -7.466
58 H -2.605 2.136 -6.365
59 H -1.893 5.053 -6.929
60 H -1.882 4.188 -5.371
61 C -1.084 5.656 3.671
62 C -1.886 6.145 4.833
63 O -2.011 4.997 5.649
64 C -0.969 4.172 5.337
65 O -0.670 3.171 5.966
66 O -0.304 4.615 4.230
67 H -0.444 6.435 3.248
68 H -1.711 5.240 2.875
69 H -1.368 6.927 5.399
70 H -2.870 6.517 4.532
71 C 2.762 -5.829 3.167
72 C 3.145 -7.273 3.104
73 O 3.650 -7.418 1.790
74 C 4.059 -6.180 1.383
75 O 4.700 -5.966 0.368
76 O 3.659 -5.215 2.261
77 H 2.879 -5.412 4.171
78 H 1.737 -5.653 2.825
79 H 3.936 -7.527 3.817
80 H 2.292 -7.937 3.267

Its lowest unoccupied orbital energy is -0.4 eV. For the HOMO energy, the calculation gives -3.15 eV. The calculation puts the max |F| at 0.192 hartree/bohr. Its total charge is -1. The value obtained for the gap between HOMO and LUMO is 2.7 eV. The calculation puts the total energy at -92497.3616 eV.